*P*
C3H3F3 in the gas phase, computed with ωB97M-V with the def2-TZVPD basis set.

The SMILES is F/C=C(/F)CF. The frontier orbital gap comes out at 0.3952 hartree. Its lowest unoccupied orbital energy is 0.775 eV. As for the multiplicity: 1.

Cartesian coordinates (Å):
F (-0.500, 2.179, 0.444)
C (-0.662, 0.915, 0.809)
C (-0.278, -0.249, 0.262)
F (-0.608, -1.344, 1.024)
C (0.611, -0.449, -0.852)
F (0.286, -1.488, -1.786)
H (-1.307, 0.707, 1.772)
H (1.623, -0.711, -0.227)
H (0.834, 0.439, -1.446)


*Q*
A 2-piece molecular cluster, C3H3F3 overall, computed with ωB97M-V with the def2-TZVPD basis set.

The frontier orbital gap (alpha / beta) comes out at 0.2769 / 0.3719 hartree. Its lowest unoccupied orbital energy (alpha / beta) is -0.960 / 0.018 eV. As for the multiplicity: 1.

Cartesian coordinates (Å):
C (-0.865, -1.250, -0.619)
C (-1.275, -0.039, -0.748)
C (1.044, 0.961, 0.530)
F (0.896, 1.744, 1.642)
F (1.471, -0.272, 0.941)
F (1.913, 1.533, -0.354)
H (-1.352, -2.088, -1.202)
H (-0.257, -1.530, 0.320)
H (-1.574, 0.940, -0.510)


*R*
C3H3F3 in the gas phase, computed with ωB97M-V with the def2-TZVPD basis set.

The SMILES is CC(F)=C(F)F. The frontier orbital gap comes out at 0.3679 hartree. Its lowest unoccupied orbital energy is 0.879 eV. As for the multiplicity: 1.

Cartesian coordinates (Å):
C (-1.871, -0.793, -0.042)
C (-0.699, 0.157, 0.038)
F (-0.721, 1.483, 0.038)
C (0.608, -0.165, 0.060)
F (1.215, -1.330, 0.026)
F (1.518, 0.751, -0.078)
H (-2.793, -0.509, -0.593)
H (-2.084, -1.158, 0.960)
H (-1.457, -1.664, -0.578)


Among the structures shown above, *R* is the most stable, with the second-best lying 0.511 eV higher.